(1)
C42H61BClF4MoN3O4S2Si2Te as an isolated structure in a non-equilibrium geometry, computed with ωB97M-V/def2-TZVPD.

Properties
HOMO energy (alpha / beta) (eV): -2.07 / -2.21
Multiplicity: 3
Relative energy (zero: lowest compared OMol25 entry of this formula, charge and spin) (kJ/mol): 186.6
Gap between HOMO and LUMO (alpha / beta) (eV): 5.867 / 6.006
Net charge: -2
<S²>: 2.090

XYZ file:
```
122
C42H61BClF4MoN3O4S2Si2Te (ωB97M-V/def2-TZVPD)
Mo -0.27 -0.13 0.75
O -0.06 -2.00 0.03
C -0.94 -2.89 -0.32
C -0.53 -4.01 -1.08
C -1.37 -5.05 -1.38
C -2.69 -5.03 -0.92
C -3.14 -3.93 -0.24
C -2.32 -2.82 0.04
C -2.92 -1.65 0.61
N -2.37 -0.45 0.84
C -3.40 0.40 1.14
C -4.57 -0.28 1.16
N -4.27 -1.57 0.81
H 0.49 -4.02 -1.44
H -1.02 -5.89 -1.96
H -3.35 -5.86 -1.11
H -4.17 -3.92 0.09
H -3.22 1.44 1.28
H -5.57 0.03 1.38
H -4.87 -2.36 0.93
C 3.47 2.79 0.42
C 2.57 1.65 0.78
S 1.43 1.09 -0.43
C 2.64 0.99 1.96
C 3.63 1.30 3.03
S 1.57 -0.38 2.23
H 3.28 3.09 -0.61
H 4.51 2.51 0.53
H 3.27 3.65 1.06
H 4.65 1.29 2.64
H 3.54 0.56 3.82
H 3.46 2.30 3.45
C -1.91 6.58 0.86
C -1.59 5.20 0.34
C -1.59 4.94 -1.02
C -1.36 3.64 -1.47
C -1.30 3.32 -2.93
C -1.18 2.63 -0.55
C -1.11 2.84 0.85
C -1.33 4.18 1.24
N -0.87 1.76 1.66
C -1.07 1.95 3.11
C 0.07 2.81 3.71
C -1.00 0.61 3.87
C -2.46 2.51 3.49
H -1.99 7.29 0.04
H -1.14 6.92 1.55
H -2.86 6.57 1.40
H -1.77 5.74 -1.73
H -2.10 3.82 -3.48
H -1.37 2.25 -3.10
H -0.35 3.66 -3.34
H -1.11 1.62 -0.92
H -1.30 4.47 2.28
H 1.01 2.41 3.36
H 0.04 2.74 4.80
H 0.03 3.86 3.44
H 0.03 0.27 3.99
H -1.56 -0.16 3.35
H -1.43 0.74 4.86
H -2.85 3.23 2.77
H -2.41 2.99 4.47
H -3.17 1.69 3.56
C 6.04 -4.91 3.76
Si 4.64 -3.79 3.06
C 3.25 -3.72 4.36
C 5.42 -2.06 2.82
C 3.95 -4.49 1.44
Te 2.16 -3.34 0.80
C 3.44 -1.91 -0.24
Si 3.29 -1.92 -2.13
C 3.94 -3.62 -2.78
C 4.52 -0.60 -2.79
C 1.60 -1.48 -2.85
H 6.43 -4.51 4.69
H 6.88 -4.99 3.07
H 5.68 -5.91 3.96
H 3.58 -3.32 5.31
H 2.85 -4.71 4.54
H 2.44 -3.10 3.99
H 5.87 -1.69 3.74
H 4.66 -1.36 2.51
H 6.20 -2.07 2.06
H 3.61 -5.51 1.59
H 4.68 -4.51 0.63
H 4.46 -2.11 0.09
H 3.17 -0.92 0.13
H 5.00 -3.72 -2.59
H 3.79 -3.72 -3.85
H 3.44 -4.45 -2.29
H 5.55 -0.79 -2.49
H 4.24 0.38 -2.40
H 4.49 -0.54 -3.87
H 0.77 -1.80 -2.22
H 1.43 -1.91 -3.84
H 1.51 -0.40 -2.94
C -5.18 3.12 -3.99
C -4.06 2.59 -4.83
C -3.50 3.37 -5.83
C -2.43 2.89 -6.56
Cl -1.74 3.90 -7.79
C -1.91 1.63 -6.33
C -2.47 0.85 -5.35
C -3.54 1.31 -4.59
O -4.18 0.53 -3.66
C -3.48 0.19 -2.46
C -2.12 -0.60 -2.57
O -1.96 -1.39 -3.49
O -1.31 -0.31 -1.65
H -5.69 3.94 -4.49
H -4.78 3.48 -3.04
H -5.89 2.33 -3.77
H -3.88 4.37 -6.02
H -1.08 1.27 -6.92
H -2.08 -0.14 -5.13
H -4.18 -0.46 -1.92
H -3.31 1.10 -1.86
F -1.04 -2.40 2.68
B -2.14 -2.89 3.41
F -1.78 -3.06 4.73
F -3.18 -1.97 3.35
F -2.56 -4.08 2.87
```

=====

(2)
One molecule with the formula C4H8NO2 in a non-equilibrium geometry, computed with ωB97M-V/def2-TZVPD.

Properties
HOMO energy (alpha / beta) (eV): -9.95 / -9.89
Multiplicity: 2
Relative energy (zero: lowest compared OMol25 entry of this formula, charge and spin) (kJ/mol): 29.6
Gap between HOMO and LUMO (alpha / beta) (eV): 10.746 / 8.159
Net charge: 0
<S²>: 0.754

XYZ file:
```
15
C4H8NO2 (ωB97M-V/def2-TZVPD)
C -0.71 -1.34 -1.55
O -1.93 -1.84 -1.72
C -0.56 -0.27 -0.45
C 0.88 0.04 -0.01
C 0.88 0.70 1.37
N 0.20 1.90 1.43
O 1.34 0.14 2.34
H -0.19 -1.01 -2.45
H -0.06 -2.17 -1.22
H -1.00 -0.70 0.44
H -1.08 0.63 -0.78
H 1.49 0.60 -0.71
H 1.29 -0.93 0.25
H -0.07 2.21 2.35
H -0.47 2.04 0.70
```

=====

(3)
A 2-piece molecular cluster, C3H11O overall, computed with ωB97M-V/def2-TZVPD.

Properties
HOMO energy (eV): -15.95
Multiplicity: 1
Relative energy (zero: lowest compared OMol25 entry of this formula, charge and spin) (kJ/mol): 1.5
Gap between HOMO and LUMO (eV): 11.343
Net charge: +1

XYZ file:
```
15
C3H11O (ωB97M-V/def2-TZVPD)
O -1.63 -1.53 -0.24
H -1.53 -2.06 0.58
H -2.57 -1.32 -0.41
H -1.02 -0.72 -0.30
C -0.15 0.98 -0.89
C 1.14 0.81 -0.09
C 1.03 -0.24 1.01
H -0.23 0.42 -1.83
H -0.30 2.03 -1.16
H -1.04 0.85 -0.23
H 1.36 1.77 0.37
H 1.96 0.55 -0.74
H 1.92 -0.31 1.64
H 0.23 0.02 1.70
H 0.83 -1.24 0.60
```

=====

(4)
A 2-piece molecular cluster, C3H11BBrO6PS overall in a non-equilibrium geometry, computed with ωB97M-V/def2-TZVPD.

Properties
HOMO energy (eV): -9.66
Multiplicity: 1
Gap between HOMO and LUMO (eV): 10.027
SMILES: CCOS(C)(=O)=O.OB(O)OPBr
Net charge: 0

XYZ file:
```
24
C3H11BBrO6PS (ωB97M-V/def2-TZVPD)
O -0.14 -2.52 0.85
B -1.25 -3.29 1.00
O -1.17 -4.63 0.73
O -2.39 -2.66 1.48
P -3.85 -3.43 1.38
Br -4.12 -3.50 -0.86
H -0.36 -1.80 0.24
H -1.49 -4.85 -0.16
H -3.46 -4.77 1.58
O 0.68 2.82 -2.28
S 1.35 1.81 -1.54
O 0.74 0.53 -1.34
O 1.77 2.40 -0.12
C 0.74 3.04 0.67
C -0.16 2.03 1.36
C 2.97 1.57 -2.17
H 0.17 3.72 0.05
H 1.27 3.63 1.41
H -0.77 1.48 0.64
H -0.83 2.54 2.05
H 0.43 1.30 1.92
H 3.45 2.54 -2.27
H 2.87 1.09 -3.14
H 3.53 0.93 -1.48
```

=====

(5)
A 2-piece molecular cluster, C8H14N2OS overall in a non-equilibrium geometry, computed with ωB97M-V/def2-TZVPD.

Properties
HOMO energy (alpha / beta) (eV): -5.17 / -8.86
Multiplicity: 3
Relative energy (zero: lowest compared OMol25 entry of this formula, charge and spin) (kJ/mol): 0.0
Gap between HOMO and LUMO (alpha / beta) (eV): 6.040 / 5.550
Net charge: 0
<S²>: 2.008

XYZ file:
```
26
C8H14N2OS (ωB97M-V/def2-TZVPD)
C -1.21 2.99 -0.85
C 0.06 2.95 -2.82
C -1.04 3.44 -2.15
C 0.67 1.75 -1.01
C 0.14 -0.93 2.75
C 2.60 0.42 -1.12
C -0.68 -0.70 1.48
C -0.34 -1.73 0.42
N -0.37 2.16 -0.27
N 0.92 2.12 -2.26
O 1.49 0.91 -0.39
S -1.07 -1.32 -1.21
H -2.04 3.32 -0.23
H 0.29 3.23 -3.84
H -2.31 -1.13 -0.76
H -1.73 4.13 -2.61
H -0.04 -1.92 3.15
H 1.20 -0.82 2.54
H -0.14 -0.20 3.50
H 2.33 0.24 -2.16
H 2.89 -0.51 -0.64
H 3.43 1.13 -1.08
H -0.46 0.30 1.09
H -1.74 -0.76 1.71
H 0.74 -1.76 0.23
H -0.68 -2.73 0.69
```

=====

(6)
C4H9N3O2 as an isolated structure in a non-equilibrium geometry, computed with ωB97M-V/def2-TZVPD.

Properties
HOMO energy (alpha / beta) (eV): -6.73 / -6.73
Multiplicity: 1
Relative energy (zero: lowest compared OMol25 entry of this formula, charge and spin) (kJ/mol): 496.9
Gap between HOMO and LUMO (alpha / beta) (eV): 6.889 / 6.886
Net charge: 0

XYZ file:
```
18
C4H9N3O2 (ωB97M-V/def2-TZVPD)
C -1.80 0.65 -0.92
N 1.48 0.45 -0.73
C 0.91 1.24 0.43
C 0.13 -0.11 0.56
C -1.15 -0.25 0.08
N 2.49 -0.53 -0.70
N 0.69 -1.03 1.44
O -1.95 -1.17 0.73
O 0.52 2.37 0.26
H -2.87 -0.87 0.71
H 1.42 0.90 -1.64
H 2.08 -1.44 -0.92
H 2.85 -0.57 0.25
H 0.04 -1.75 1.72
H 1.14 -0.59 2.24
H -2.16 0.11 -1.80
H -1.15 1.46 -1.25
H -2.68 1.13 -0.47
```

=====

(7)
C16H25Cl2InNO16S4 as an isolated structure in a non-equilibrium geometry, computed with ωB97M-V/def2-TZVPD.

Properties
HOMO energy (eV): -5.26
Multiplicity: 1
Gap between HOMO and LUMO (eV): 7.347
Net charge: -1

XYZ file:
```
65
C16H25Cl2InNO16S4 (ωB97M-V/def2-TZVPD)
C -0.94 -2.71 1.46
C -0.29 -1.84 0.26
Cl 0.96 -2.67 -0.81
C -0.63 -0.48 0.00
Cl 0.20 0.38 -1.41
In -2.22 0.50 1.35
C -3.96 -0.99 1.35
C -4.77 -1.10 2.67
C -5.94 -2.15 2.70
C -6.17 -2.98 1.39
C -5.24 -2.66 0.20
N -4.18 -1.72 0.14
H -0.73 -2.24 2.49
H -2.04 -2.95 1.29
H -0.38 -3.72 1.47
H -2.79 2.01 0.52
H -1.58 0.83 2.97
H -4.52 -0.47 3.59
H -6.60 -2.32 3.62
H -6.96 -3.79 1.27
H -5.43 -3.28 -0.76
C 2.08 -1.00 -5.01
C 0.71 -0.46 -5.39
O 0.95 0.40 -6.51
S 2.20 -0.19 -7.36
O 1.67 -0.96 -8.46
O 3.16 0.85 -7.54
O 2.75 -1.23 -6.25
H 2.65 -0.27 -4.43
H 2.01 -1.93 -4.44
H 0.24 0.09 -4.58
H 0.04 -1.26 -5.71
C 1.57 1.40 6.82
C 2.17 0.89 5.53
O 1.07 0.38 4.78
S -0.25 1.25 5.12
O -0.41 2.24 4.10
O -1.30 0.36 5.51
O 0.32 1.99 6.45
H 1.36 0.58 7.52
H 2.21 2.14 7.31
H 2.92 0.11 5.70
H 2.63 1.70 4.95
C 3.66 -2.24 1.19
C 4.09 -0.98 0.47
O 5.16 -0.45 1.26
S 5.96 -1.68 1.95
O 7.12 -1.96 1.15
O 6.04 -1.43 3.36
O 4.86 -2.84 1.68
H 3.02 -2.01 2.05
H 3.13 -2.94 0.53
H 3.28 -0.25 0.37
H 4.49 -1.21 -0.53
C -2.27 4.91 -3.83
C -0.78 4.92 -3.51
O -0.60 3.86 -2.58
S -1.67 2.68 -2.89
O -1.01 1.68 -3.68
O -2.38 2.38 -1.69
O -2.64 3.53 -3.87
H -2.84 5.40 -3.03
H -2.49 5.39 -4.78
H -0.45 5.87 -3.09
H -0.19 4.69 -4.40
```

=====

(8)
CH4NOP as an isolated structure in a non-equilibrium geometry, computed with ωB97M-V/def2-TZVPD.

Properties
HOMO energy (alpha / beta) (eV): -8.71 / -8.63
Multiplicity: 1
Relative energy (zero: lowest compared OMol25 entry of this formula, charge and spin) (kJ/mol): 593.4
Gap between HOMO and LUMO (alpha / beta) (eV): 7.686 / 8.721
Net charge: 0

XYZ file:
```
8
CH4NOP (ωB97M-V/def2-TZVPD)
C -1.43 -0.33 -0.09
N 0.66 0.54 0.19
O -0.05 -0.56 0.15
P 2.92 -0.08 -0.03
H -1.98 -1.12 0.41
H -1.62 -0.37 -1.17
H -1.72 0.66 0.28
H 3.22 1.25 0.25
```

=====

(9)
C4H7NO3S as an isolated structure in a non-equilibrium geometry, computed with ωB97M-V/def2-TZVPD.

Properties
HOMO energy (eV): -10.11
Multiplicity: 1
Relative energy (zero: lowest compared OMol25 entry of this formula, charge and spin) (kJ/mol): 313.8
Gap between HOMO and LUMO (eV): 10.210
Net charge: 0

XYZ file:
```
16
C4H7NO3S (ωB97M-V/def2-TZVPD)
C 0.58 -1.40 -0.76
C -0.12 0.99 -0.76
C 0.59 -0.08 0.04
C 1.47 0.38 1.11
N -0.28 -1.18 0.51
O -2.08 0.90 1.16
O -3.28 -0.80 -0.28
O -1.41 0.62 -1.18
S -2.12 -0.04 0.09
H 0.27 -1.43 -1.74
H 1.16 -2.28 -0.55
H -0.24 1.79 -0.02
H 0.37 1.17 -1.68
H 0.99 1.04 1.75
H 2.31 0.85 0.71
H 1.79 -0.52 1.58
```

=====

(10)
One molecule with the formula C5H8O, computed with ωB97M-V/def2-TZVPD.

Properties
HOMO energy (eV): -7.76
Multiplicity: 1
Relative energy (zero: lowest compared OMol25 entry of this formula, charge and spin) (kJ/mol): 432.7
Gap between HOMO and LUMO (eV): 8.775
Net charge: 0

XYZ file:
```
14
C5H8O (ωB97M-V/def2-TZVPD)
C 1.44 0.02 -0.51
C 0.65 0.46 0.70
C -0.75 0.59 0.69
C -1.49 0.15 -0.46
O -0.34 -1.60 -0.70
C 0.74 -1.23 -0.13
H 1.17 0.42 -1.49
H 2.52 0.05 -0.33
H 1.19 0.67 1.62
H -1.36 1.50 0.09
H -1.27 0.55 1.65
H -1.13 0.36 -1.45
H -2.55 -0.09 -0.35
H 1.18 -1.85 0.67
```

=====

(11)
One molecule with the formula C5H12N2O in a non-equilibrium geometry, computed with ωB97M-V/def2-TZVPD.

Properties
HOMO energy (eV): -7.28
Multiplicity: 1
Relative energy (zero: lowest compared OMol25 entry of this formula, charge and spin) (kJ/mol): 259.0
Gap between HOMO and LUMO (eV): 8.211
SMILES: CN/C=C(\N)[C@@H](C)O
Net charge: 0

XYZ file:
```
20
C5H12N2O (ωB97M-V/def2-TZVPD)
C -1.81 0.36 -0.34
C 2.98 -1.17 -0.02
C -2.38 -0.98 0.09
N 1.99 -0.20 0.39
C -0.20 0.72 -0.15
N 0.12 2.05 -0.19
C 0.51 -0.33 0.18
O -2.53 1.40 0.33
H -1.99 1.63 1.11
H 2.32 0.72 0.69
H -2.00 0.51 -1.41
H 1.09 2.34 -0.15
H -0.42 2.58 -0.88
H 0.25 -1.38 0.15
H 3.03 -1.24 -1.11
H 2.71 -2.15 0.37
H 3.97 -0.90 0.35
H -2.20 -1.16 1.15
H -3.47 -1.00 -0.06
H -1.95 -1.80 -0.50
```

=====

(12)
C27H26BrF5N7O5PPdTe as an isolated structure in a non-equilibrium geometry, computed with ωB97M-V/def2-TZVPD.

Properties
HOMO energy (alpha / beta) (eV): -13.92 / -13.92
Multiplicity: 1
Gap between HOMO and LUMO (alpha / beta) (eV): 5.697 / 5.697
Net charge: +2

XYZ file:
```
74
C27H26BrF5N7O5PPdTe (ωB97M-V/def2-TZVPD)
Pd -0.05 -0.66 1.60
C -3.41 2.27 1.65
C -3.38 2.52 0.34
C -2.89 1.50 -0.64
C -2.56 0.17 0.03
N -2.47 0.04 1.41
C -2.84 1.02 2.15
N -2.44 -0.84 -0.75
C -1.67 -1.92 -0.51
N -0.56 -1.94 0.20
C 0.07 -3.20 0.02
N 1.08 -3.64 0.63
C 1.54 -3.06 1.81
C 2.85 -3.55 2.19
C 3.33 -3.31 3.41
C 2.57 -2.45 4.32
C 1.23 -2.02 3.87
N 0.72 -2.38 2.57
C -0.74 -3.95 -0.96
C -0.58 -5.21 -1.50
C -1.58 -5.65 -2.37
C -2.69 -4.87 -2.66
C -2.85 -3.60 -2.10
C -1.84 -3.17 -1.26
H -3.78 2.99 2.36
H -3.77 3.46 -0.04
H -3.72 1.30 -1.33
H -2.69 0.89 3.22
H 3.35 -4.20 1.48
H 4.23 -3.79 3.76
H 2.78 -2.50 5.38
H 0.45 -1.80 4.59
H 0.28 -5.82 -1.27
H -1.49 -6.63 -2.81
H -3.45 -5.26 -3.32
H -3.71 -2.99 -2.32
N 4.72 1.70 0.21
C 4.06 1.18 -1.03
P 2.29 1.06 -0.53
O 2.25 2.25 0.44
O 2.09 -0.33 -0.08
C 1.01 1.57 -1.75
N 0.11 3.36 -0.39
H 4.53 1.08 1.04
H 4.23 2.56 0.51
H 5.71 1.87 0.08
H 4.44 0.19 -1.24
H 4.28 1.84 -1.87
H 0.79 0.74 -2.43
H 1.34 2.42 -2.35
H 1.08 3.18 0.04
H -0.43 3.45 1.42
H 0.17 4.05 -1.14
Br -3.02 2.74 -6.04
C -2.46 2.43 -4.35
C -2.46 3.51 -3.42
C -2.07 3.27 -2.15
C -1.68 1.94 -1.64
C -1.62 0.92 -2.71
C -2.01 1.14 -3.99
C -0.25 1.89 -0.85
O -0.75 3.88 0.57
O -0.34 1.16 0.22
H -2.78 4.49 -3.75
H -2.09 4.09 -1.44
H -1.24 -0.05 -2.44
H -1.97 0.37 -4.74
F 1.91 1.46 4.65
Te 1.83 1.33 2.81
F 2.76 2.95 2.91
F -0.14 0.24 3.41
F 0.32 2.67 2.62
F 3.77 0.74 2.42
O 2.31 -1.11 3.86
```

=====

Number 1: E_tot -127860.99070 eV. Number 2: E_tot -9860.91629 eV. Number 3: E_tot -5328.41794 eV. Number 4: E_tot -106421.16341 eV. Number 5: E_tot -24381.53365 eV. Number 6: E_tot -12854.77712 eV. Number 7: E_tot -124798.48255 eV. Number 8: E_tot -13922.38351 eV. Number 9: E_tot -22725.39880 eV. Number 10: E_tot -7357.77047 eV. Number 11: E_tot -10405.73917 eV. Number 12: E_tot -152764.34597 eV.